Record 1
DFT (wB97M-V/def2-TZVPD) results for C45H42CsN4O2S2Se as an isolated structure.

Structure (XYZ):
```
97
Properties=species:S:1:pos:R:3
C 3.5313 -0.7609 7.5200
C 6.4867 -1.5033 1.5222
H 0.3892 -3.7701 3.6527
C 5.2950 -2.2155 1.6502
H 1.7611 -4.1320 0.5352
C -6.4756 -0.9433 2.3587
C 0.0714 -3.9049 -0.9079
C -3.2762 -2.0536 -3.3233
H -2.1659 -2.1967 2.4423
C 3.2892 -0.8102 -1.1856
H -0.2222 -4.5026 7.8464
Cs 0.2333 -0.5109 -0.2858
C -2.2441 -2.2198 1.3459
H -0.6474 -0.5471 6.2618
H 3.5738 0.0055 8.2844
H -3.9818 -3.9825 2.3947
Se 1.0462 0.1100 -3.6384
H -6.7033 -3.2621 1.1786
N -0.4547 0.2795 -2.7726
C -0.6701 -1.5882 -4.2151
H 7.1522 0.8475 4.4847
N 0.5825 -1.2126 -4.6607
C -1.3909 -2.6815 -4.7100
C 2.4922 -0.7389 -2.1047
H -4.2931 -2.2351 -2.9932
C -2.7748 1.1019 1.5604
C -5.0642 -4.0836 2.3069
C -0.0499 -1.1343 3.6540
H -2.0099 -3.2763 -1.3821
C -5.4475 -1.6375 1.7344
H 3.3633 -3.4753 4.7856
C -0.1852 -3.8205 7.0056
C 4.2327 -1.9662 0.7923
H 5.9482 -0.0014 3.4973
H -0.7210 -2.0994 8.1777
C 7.6982 -1.1488 4.1043
C 2.6780 -1.0431 3.8230
C -1.1842 -3.3378 -0.6907
H -4.9960 2.0599 2.7771
H -1.2448 2.3124 2.5154
H -0.9346 -3.3219 -5.4553
S 7.9081 -1.9229 2.4959
C -5.1161 1.0209 2.4907
H 5.6274 0.4583 -1.1076
C -2.5770 -0.9774 -2.8036
H -7.4162 -1.4535 2.5432
C 0.1296 -4.2892 5.7364
C 4.3446 -1.0119 -0.2230
C 5.5365 -0.2861 -0.3261
C 6.6379 -0.1025 4.3296
C -0.0914 -2.0597 4.8408
H -2.8847 2.8510 2.8745
H -2.2547 1.4031 3.6510
C 3.0605 -1.4020 5.2372
C -2.6823 -2.9078 -4.2599
O 8.4865 -1.4652 4.9561
H 0.3349 -5.3427 5.5809
H 2.8645 0.5959 6.0023
H 4.1061 -4.0648 7.0620
H -5.1504 -3.2141 0.3389
H 3.4896 -0.4879 3.3453
C -2.2620 1.9685 2.7155
H -7.1311 0.9134 3.2246
C -5.6350 -3.0722 1.3076
C -1.1885 -2.9073 0.6453
C -0.4267 -1.5999 6.1134
H -0.9582 -0.5308 3.5824
H -2.9270 1.7308 0.6790
C 3.8295 -3.0417 6.8363
H 0.0958 -1.7156 2.7281
C -0.4645 -2.4712 7.1921
N -3.2286 -1.6518 0.7637
C -6.3191 0.3815 2.7424
H 7.5225 0.0224 0.4286
H 3.3101 -2.5292 0.8782
H -5.2769 -5.1072 1.9884
H 0.4339 -4.3600 -1.8165
H 4.1925 -2.3308 8.8315
H 6.0968 -0.3441 5.2435
N 0.0161 -3.1822 1.2554
C -4.0581 0.3603 1.8700
H 2.4479 -1.9132 3.2035
O 1.3539 0.5284 2.1861
H -5.4998 -3.9359 3.2979
C 6.5973 -0.5317 0.5317
C 3.4161 -2.7087 5.5529
C 3.8841 -2.0688 7.8265
H -3.2388 -3.7588 -4.6367
C 3.1257 -0.4305 6.2352
H -2.0044 0.3844 1.2971
C -1.2600 -0.7536 -3.2214
C 0.7628 -3.7766 0.3095
C -4.2272 -0.9833 1.4934
C 0.1785 -3.4138 4.6571
H -3.0399 -0.3119 -2.0843
H 5.2119 -2.9797 2.4145
S 1.2890 0.0978 3.6252
```

For the HOMO-LUMO gap, the calculation gives 6.4 eV. For the HOMO energy, the calculation gives -4.5 eV. The calculation puts the total energy at -5327.3846 Eh. The value obtained for the LUMO energy is 1.893 eV. The net charge is -1. For the relative energy (zero: lowest compared OMol25 entry of this formula, charge and spin), the calculation gives 104.6 kJ/mol.

Atom-resolved charges from Löwdin, all expressed in e: atom 1 (C): -0.086, atom 2 (C): -0.571, atom 3 (H): 0.101, atom 4 (C): -0.097, atom 5 (H): 0.080, atom 6 (C): -0.058, atom 7 (C): -0.124, atom 8 (C): -0.131, atom 9 (H): 0.127, atom 10 (C): -0.224, atom 11 (H): 0.096, atom 12 (Cs): 1.368, atom 13 (C): -0.156, atom 14 (H): 0.116, atom 15 (H): 0.100, atom 16 (H): 0.059, atom 17 (Se): 1.095, atom 18 (H): 0.102, atom 19 (N): -0.492, atom 20 (C): -0.402, atom 21 (H): 0.093, atom 22 (N): -0.263, atom 23 (C): -0.050, atom 24 (C): -0.298, atom 25 (H): 0.095, atom 26 (C): -0.196, atom 27 (C): -0.087, atom 28 (C): -0.297, atom 29 (H): 0.085, atom 30 (C): -0.179, atom 31 (H): 0.117, atom 32 (C): -0.095, atom 33 (C): -0.024, atom 34 (H): 0.056, atom 35 (H): 0.099, atom 36 (C): -0.737, atom 37 (C): -0.277, atom 38 (C): -0.135, atom 39 (H): 0.102, atom 40 (H): 0.069, atom 41 (H): 0.101, atom 42 (S): 1.021, atom 43 (C): -0.056, atom 44 (H): 0.118, atom 45 (C): -0.069, atom 46 (H): 0.105, atom 47 (C): -0.078, atom 48 (C): -0.236, atom 49 (C): -0.022, atom 50 (C): -0.033, atom 51 (C): -0.263, atom 52 (H): 0.064, atom 53 (H): 0.072, atom 54 (C): -0.272, atom 55 (C): -0.120, atom 56 (O): -0.011, atom 57 (H): 0.103, atom 58 (H): 0.103, atom 59 (H): 0.103, atom 60 (H): 0.106, atom 61 (H): 0.088, atom 62 (C): -0.096, atom 63 (H): 0.092, atom 64 (C): -0.202, atom 65 (C): -0.499, atom 66 (C): -0.044, atom 67 (H): 0.077, atom 68 (H): 0.124, atom 69 (C): -0.075, atom 70 (H): 0.043, atom 71 (C): -0.084, atom 72 (N): 0.114, atom 73 (C): -0.100, atom 74 (H): 0.102, atom 75 (H): 0.096, atom 76 (H): 0.068, atom 77 (H): 0.089, atom 78 (H): 0.098, atom 79 (H): 0.081, atom 80 (N): -0.046, atom 81 (C): -0.159, atom 82 (H): 0.096, atom 83 (O): -0.677, atom 84 (H): 0.072, atom 85 (C): -0.100, atom 86 (C): -0.046, atom 87 (C): -0.092, atom 88 (H): 0.089, atom 89 (C): -0.065, atom 90 (H): 0.024, atom 91 (C): -0.453, atom 92 (C): -0.256, atom 93 (C): -0.180, atom 94 (C): -0.039, atom 95 (H): 0.103, atom 96 (H): 0.108, atom 97 (S): 0.931

=====

Record 2
DFT (wB97M-V/def2-TZVPD) results for C45H42FeN8O2P2S3 as an isolated structure.

Structure (XYZ):
```
103
Properties=species:S:1:pos:R:3
C 1.1475 2.0234 -5.8295
C -5.4509 0.3530 3.7375
C -2.8332 -1.0023 -4.1534
H -3.3608 -4.4253 -0.7905
H 0.8270 -0.2549 4.7694
S 4.0070 -1.2784 -1.2204
H -0.2171 0.9410 5.9900
P -2.3411 0.0855 1.1426
C -4.3800 -0.0845 2.9837
N 1.2589 -1.2722 -0.9322
C -0.3231 -4.1015 1.4905
H -1.2413 -0.4298 5.4694
H -2.6634 1.3515 4.2376
C 3.2398 2.1422 -0.7692
C -3.5170 -0.3220 6.7998
H 0.2895 0.5310 -2.9004
H -3.5694 2.8191 1.4299
C -2.9061 -2.5373 0.0935
C 1.0300 1.7599 -0.3365
C 2.2037 -2.5793 2.7472
C -2.2196 -4.5445 3.4560
S -2.3311 1.0284 7.0158
N -0.2513 1.8990 -0.6422
C -1.9224 -1.9633 -3.7051
C 0.4063 3.6500 -4.2095
C -1.7246 -3.2660 3.2586
H 1.7286 2.4297 -7.7618
H -2.0764 -2.4384 3.8575
C -5.1632 2.5687 2.8499
H -5.9864 -0.3456 4.3663
H 3.9025 -3.7759 3.2402
N -4.0050 -1.2211 -6.4204
N 1.9856 2.2234 -1.1538
H -3.0282 -1.2694 7.0132
H -1.6996 -2.8389 -4.2948
N 1.5583 1.7098 -7.0809
C 1.2883 -1.6125 3.1750
C 3.6124 1.5776 0.4447
H 0.1970 0.9410 3.2367
C -1.5851 1.4176 4.3719
H -3.8315 0.8365 -3.6106
H -6.6943 2.0180 4.2466
C -0.8827 0.9554 3.0873
N -1.3439 -0.3636 2.5819
H -0.6277 -2.4979 -2.0826
H -2.1557 -6.5934 2.8356
C -4.6470 -0.8978 0.0336
H -4.3192 -0.1543 7.5095
P -0.0730 -1.3745 1.9546
C 0.8915 3.3562 -5.4643
H -3.9046 -0.3021 5.7852
C -4.0927 2.1318 2.0805
C 2.4915 -1.4724 5.2576
N -1.5838 -0.7271 -1.6879
C -2.4717 0.1727 -2.1072
C 0.9416 1.0087 -4.8794
C -5.4613 -1.7902 -0.6374
H -5.6604 -3.7739 -1.4164
C -1.7612 -5.5997 2.6841
C -1.2028 0.6471 5.6305
H 0.1791 4.6582 -3.9067
C -5.0150 -3.0718 -0.9140
H 3.9564 2.5290 -1.4804
H 2.1093 -2.9964 1.7546
H -1.0692 1.7312 2.3281
H -5.0067 0.1024 0.2310
H 2.7697 0.5110 2.1243
C -3.7298 -3.4376 -0.5562
H -6.4549 -1.4895 -0.9322
H -1.3334 2.4703 4.5232
H -5.4716 3.6021 2.7995
O -2.0170 3.0261 -1.9496
C 2.5800 1.0427 1.2001
H -2.6511 1.0157 -1.4550
C 2.4321 -1.2677 -1.0609
C 0.4559 1.3150 -3.6273
C -1.3326 -1.7790 -2.4725
Fe -0.1650 -0.1327 -0.1505
H 1.1657 -0.0159 -5.1379
H -4.0561 -1.1157 3.0241
H 0.3879 -3.9137 0.6961
C 0.1834 2.6303 -3.2989
C 3.2181 -3.0121 3.5781
H 1.0643 4.1441 -6.1807
C -3.7065 0.8013 2.1424
H -0.4585 -6.1960 1.0889
C -5.8483 1.6820 3.6650
O -0.0500 4.3212 -1.2835
C -3.1150 0.0844 -3.3245
C -3.3701 -1.2792 0.4565
H 4.6353 1.5248 0.7735
H -1.8907 -2.8142 0.3138
H 2.6036 -1.0250 6.2339
N 1.3095 1.1268 0.8375
C -0.8057 -5.3784 1.7025
C 1.4710 -1.0393 4.4255
H 1.7595 0.7575 -7.3268
C 3.3529 -2.4740 4.8493
C -3.4756 -1.1321 -5.4087
C -0.7786 -3.0392 2.2691
H -2.9737 -4.7110 4.2123
H 4.1290 -2.8235 5.5125
S -0.5928 3.0847 -1.7535
```

For the HOMO-LUMO gap (alpha / beta), the calculation gives 6.8 / 5.2 eV. For the HOMO energy (alpha / beta), the calculation gives -10.0 / -10.0 eV. The calculation puts the total energy at -5469.2696 Eh. As for the spin multiplicity: 6. The value obtained for the LUMO energy (alpha / beta) is -3.197 / -4.820 eV. The net charge is +1. For the relative energy (zero: lowest compared OMol25 entry of this formula, charge and spin), the calculation gives 215.2 kJ/mol.

Results of the Löwdin charge analysis, in e, for atoms 1 through 99: atom 1 (C): -0.316, atom 2 (C): -0.071, atom 3 (C): -0.185, atom 4 (H): 0.113, atom 5 (H): 0.055, atom 6 (S): 0.698, atom 7 (H): 0.065, atom 8 (P): 1.078, atom 9 (C): -0.112, atom 10 (N): -0.038, atom 11 (C): -0.129, atom 12 (H): 0.064, atom 13 (H): 0.074, atom 14 (C): -0.087, atom 15 (C): -0.399, atom 16 (H): 0.073, atom 17 (H): 0.117, atom 18 (C): -0.117, atom 19 (C): -0.571, atom 20 (C): -0.102, atom 21 (C): -0.055, atom 22 (S): 0.819, atom 23 (N): -0.125, atom 24 (C): 0.030, atom 25 (C): -0.051, atom 26 (C): -0.075, atom 27 (H): 0.106, atom 28 (H): 0.091, atom 29 (C): -0.053, atom 30 (H): 0.116, atom 31 (H): 0.115, atom 32 (N): 0.203, atom 33 (N): 0.160, atom 34 (H): 0.035, atom 35 (H): 0.131, atom 36 (N): 0.120, atom 37 (C): -0.313, atom 38 (C): -0.051, atom 39 (H): 0.086, atom 40 (C): -0.231, atom 41 (H): 0.140, atom 42 (H): 0.113, atom 43 (C): -0.305, atom 44 (N): -0.389, atom 45 (H): 0.108, atom 46 (H): 0.111, atom 47 (C): -0.096, atom 48 (H): 0.034, atom 49 (P): 1.021, atom 50 (C): -0.011, atom 51 (H): -0.001, atom 52 (C): -0.075, atom 53 (C): -0.053, atom 54 (N): -0.045, atom 55 (C): -0.144, atom 56 (C): -0.016, atom 57 (C): -0.054, atom 58 (H): 0.111, atom 59 (C): -0.059, atom 60 (C): -0.513, atom 61 (H): 0.120, atom 62 (C): -0.057, atom 63 (H): 0.130, atom 64 (H): 0.092, atom 65 (H): 0.087, atom 66 (H): 0.112, atom 67 (H): 0.115, atom 68 (C): -0.057, atom 69 (H): 0.114, atom 70 (H): 0.125, atom 71 (H): 0.113, atom 72 (O): -0.313, atom 73 (C): -0.112, atom 74 (H): 0.075, atom 75 (C): -0.932, atom 76 (C): -0.087, atom 77 (C): -0.122, atom 78 (Fe): 0.690, atom 79 (H): 0.111, atom 80 (H): 0.108, atom 81 (H): 0.102, atom 82 (C): -0.299, atom 83 (C): -0.052, atom 84 (H): 0.114, atom 85 (C): -0.385, atom 86 (H): 0.112, atom 87 (C): -0.050, atom 88 (O): -0.264, atom 89 (C): 0.050, atom 90 (C): -0.356, atom 91 (H): 0.112, atom 92 (H): 0.057, atom 93 (H): 0.115, atom 94 (N): 0.050, atom 95 (C): -0.060, atom 96 (C): -0.075, atom 97 (H): 0.102, atom 98 (C): -0.057, atom 99 (C): -0.159